This record from the Open Molecules 2025 dataset describes a molecular structure, C4H8N3 in a non-equilibrium geometry. The level of theory is ωB97M-V/def2-TZVPD.

Output
HOMO (alpha / beta), eV: -13.87 / -13.87
Multiplicity: 1
Gap between HOMO and LUMO (alpha / beta), eV: 7.9 / 7.9
E_tot, hartree: -321.1142
Energy above the lowest of the compared OMol25 structures with the same formula, charge and spin, kJ/mol: 465.0
LUMO energy (alpha / beta), Ha: -0.2186 / -0.2186
Total charge: +1

Structure (XYZ):
```
15
Properties=species:S:1:pos:R:3:forces:R:3
C 0.39549 0.69485 0.18704 3.32 1.01 0.17
C -0.88116 0.69976 -1.76510 -0.07 -0.96 2.60
C 1.74431 1.41390 1.34469 -4.35 1.54 0.49
C -0.87161 -1.33651 -0.48786 2.50 -2.81 0.60
N 1.32799 1.60044 -0.08937 -1.93 -1.10 0.81
N -0.45826 0.01378 -0.71715 -0.96 2.39 -2.84
N 0.72273 0.32528 1.45543 -0.86 -1.32 -0.91
H -1.61377 0.31421 -2.43010 -0.16 -0.98 -0.56
H -0.73419 1.75102 -1.84507 0.91 0.62 0.17
H 2.71701 1.17505 1.42660 3.31 -1.43 0.23
H 1.49193 2.17751 2.11042 0.14 0.09 -1.00
H -1.58601 -1.66209 -1.16165 -2.15 0.13 -0.98
H -0.11429 -2.16535 -0.72945 0.02 1.78 0.39
H -1.08815 -1.54575 0.54594 -0.52 0.37 0.29
H 0.02738 -0.06229 2.09267 0.82 0.67 0.55
```
Positions in Å, forces in eV/Å.